Computed, not measured: a molecular structure, C23H21BCuF2N3O2 at a distorted geometry, with ωB97M-V/def2-TZVPD.

Structure (XYZ):
```
53
Properties=species:S:1:pos:R:3:forces:R:3
H 3.664 2.371 -2.622 -0.0497 0.0772 0.0058
F -1.210 -0.779 2.930 -0.4455 0.1083 -0.4716
C -1.981 -4.946 1.204 -0.0268 -0.1367 -0.0046
H -3.307 -4.411 -0.382 -0.0852 0.0369 -0.0692
C 3.571 0.263 -3.108 -0.0024 -0.0585 0.0452
C -1.244 3.460 -0.674 0.0035 -0.0502 0.0364
H -0.288 1.891 3.158 0.0435 0.0181 0.1251
H -1.460 -2.801 -2.499 0.0845 0.0738 -0.0461
C -2.242 4.376 -0.390 -0.1103 0.1427 0.0214
C 0.081 -3.707 1.328 -0.0524 0.1103 -0.1264
H -2.635 -5.724 1.580 0.0103 0.0069 0.0462
N 0.512 -1.944 -0.288 0.0141 0.9379 0.4375
C -0.765 -4.692 1.813 -0.1768 -0.0397 0.0716
N 1.705 0.132 -1.141 0.3014 0.0096 -0.2323
H 0.089 3.539 3.666 -0.0003 0.0344 0.1046
H -3.229 5.552 1.106 -0.0367 -0.0196 0.0289
C -1.694 4.296 1.928 -0.1130 0.0766 -0.0301
H -1.911 3.228 -2.693 -0.0413 0.0246 -0.0636
C 1.259 -2.191 -1.355 -0.2024 -0.4181 0.2007
H -1.641 -1.369 -1.481 -0.0568 0.0875 -0.1077
B -0.019 -0.420 2.411 -0.1997 -0.1113 0.0465
C 1.598 2.459 -0.714 -0.1871 0.5060 0.3774
O 1.987 3.612 -0.905 0.1126 -0.0173 -0.3174
H 1.151 2.681 2.539 0.1342 -0.0536 -0.0101
H -1.865 4.624 2.944 -0.0057 0.0265 0.1229
C -1.543 -3.203 -0.402 0.0727 -0.0112 0.0082
C -0.311 -2.954 0.214 -0.2712 -0.6208 0.0505
O 1.357 -3.254 -1.969 0.2718 -0.0779 -0.3627
C -2.358 -4.206 0.096 -0.0954 -0.0405 0.1025
H -2.849 4.766 -1.199 -0.0275 -0.0176 -0.0655
C -2.465 4.813 0.903 -0.0698 0.0550 0.0358
H 1.723 -2.448 1.833 0.1442 -0.0316 0.1270
C 1.414 -3.482 1.969 -0.0556 0.0443 -0.0970
C -0.435 2.966 0.366 -0.3209 0.6787 0.0643
C -1.036 3.004 -2.087 0.0349 0.0308 0.1096
H 3.174 -1.859 -3.349 0.0231 -0.0508 0.0095
H 2.157 -4.125 1.497 0.1639 -0.0061 -0.0201
C 0.119 2.847 2.828 0.0133 -0.0838 -0.0768
H -3.023 -2.453 -1.758 -0.1130 0.0250 -0.0058
C -0.687 3.375 1.684 0.1634 -0.0306 -0.1913
H -0.466 -5.261 2.686 0.0221 -0.0197 0.0057
H -0.850 1.931 -2.116 0.0246 -0.0933 -0.0733
H 4.314 0.311 -3.894 0.0344 0.0290 -0.0429
C 2.963 -0.947 -2.811 -0.1550 -0.0903 0.0835
N 0.568 2.058 0.035 -0.0097 -0.9149 0.3780
C -1.948 -2.407 -1.605 0.0449 -0.0779 0.0260
Cu 0.489 0.016 0.413 -0.1300 -0.3480 0.6125
C 3.219 1.410 -2.412 -0.0890 0.0930 0.2570
C 2.025 -0.972 -1.788 0.3313 -0.0069 -0.4244
F 0.876 -0.513 3.423 0.6154 0.2061 -0.1926
C 2.250 1.304 -1.422 0.2679 -0.0583 -0.4586
H 1.368 -3.723 3.030 0.0867 0.0535 0.0561
H -0.171 3.505 -2.520 0.1103 -0.0075 -0.1067
```
Forces are in eV/Å.

Properties
Kohn-Sham gap (alpha / beta)   7.469 / 7.929 eV
Multiplicity   2
Total charge   -1
F_max   0.0201 Eh/bohr
Energy   -83514.79297 eV